No. 1
Entry from OMol25: a cluster of 2 separate species, C3H7N2O in total in a non-equilibrium geometry (ωB97M-V/def2-TZVPD).

XYZ file:
```
13
Properties=species:S:1:pos:R:3:forces:R:3
C -0.867584 0.947078 0.086365 0.33 -2.18 0.46
C 2.359675 -0.442154 0.144099 -0.67 1.79 -0.33
C -0.809404 -1.398381 -0.213557 0.32 -1.09 -1.55
N 2.503022 0.852771 0.018512 1.17 0.16 -1.85
N -0.228222 -0.134628 0.068694 1.64 -0.15 -0.23
O 2.369287 -1.548310 0.326403 0.35 -0.38 0.08
H -1.898182 1.105723 0.123061 -1.91 -0.22 -0.48
H -0.295759 1.770740 0.247398 1.48 2.81 0.47
H -0.163497 -2.056550 -0.863077 -0.41 1.29 -0.14
H -1.771432 -1.256665 -0.666970 -0.63 -0.40 -0.20
H -0.838804 -2.101014 0.575695 -0.46 -0.07 1.73
H 1.644893 1.341812 -0.197092 -0.71 -0.20 0.51
H 3.210336 1.266955 -0.677338 -0.49 -1.37 1.55
```
Forces are in eV/Å.

Net charge ... +1
2S+1 ... 1
Electronic energy ... -8242.8855 eV
HOMO-LUMO gap ... 9.648 eV
Relative energy (zero: lowest compared OMol25 entry of this formula, charge and spin) ... 75.0 kcal/mol
Max |F| ... 3.21 eV/Å

=====

No. 2
Entry from OMol25: the ion C3H7N2O with charge +1 in a non-equilibrium geometry (ωB97M-V/def2-TZVPD).

XYZ file:
```
13
Properties=species:S:1:pos:R:3:forces:R:3
C 0.207606 1.298167 1.243113 0.22 0.59 -0.94
C -0.448758 0.489333 0.146820 1.81 -0.66 -1.08
N 0.525490 0.109170 -0.928538 0.80 1.41 -0.41
C 0.307289 -1.133631 -1.300098 -0.71 -0.53 0.88
N -0.534179 -1.685960 -0.449413 -0.07 0.32 -0.21
O -0.823299 -0.850302 0.581487 0.01 1.64 1.26
H 1.304486 1.371335 1.236627 -0.32 -0.11 -0.72
H 0.038209 0.640040 2.016415 -0.49 -0.84 2.64
H -0.200644 2.291013 1.432280 -0.24 -0.31 -0.13
H -1.279132 0.903074 -0.373706 -0.96 0.72 0.01
H 1.181714 0.853306 -1.287480 -1.02 -1.72 0.10
H 0.657088 -1.712702 -2.130415 0.52 0.14 -0.33
H -0.935870 -2.572844 -0.187092 0.45 -0.63 -1.07
```
Forces are in eV/Å.

Net charge ... +1
SMILES ... C[C@H]1[NH+]=CNO1
2S+1 ... 1
Electronic energy ... -8243.0302 eV
HOMO-LUMO gap ... 10.598 eV
Relative energy (zero: lowest compared OMol25 entry of this formula, charge and spin) ... 71.7 kcal/mol
Max |F| ... 2.81 eV/Å

=====

No. 3
Entry from OMol25: a cluster of 2 separate species, C3H7N2O in total in a non-equilibrium geometry (ωB97M-V/def2-TZVPD).

XYZ file:
```
13
Properties=species:S:1:pos:R:3:forces:R:3
C 0.028605 0.795754 -0.568151 -0.53 -0.06 0.13
C 0.136039 -0.290294 0.211574 -0.71 -0.49 0.50
C -2.975715 -1.217037 1.318574 -0.15 0.91 -0.65
N -2.481710 -2.158048 1.938560 1.15 -0.88 0.49
N 1.214750 1.403856 -1.211623 0.15 -0.33 0.08
O -0.850279 -0.911952 0.806637 0.36 -0.02 -0.05
H -0.916073 1.257817 -0.789590 0.01 0.18 -0.15
H 1.116935 -0.734439 0.404029 0.13 0.05 -0.05
H -1.417179 -2.147740 1.787089 -0.03 0.24 -0.17
H -2.902906 -2.875750 2.521371 -0.37 0.17 -0.07
H 1.984518 1.515483 -0.537034 -0.21 0.09 -0.31
H 0.960045 2.328660 -1.574935 0.23 -0.22 0.10
H 1.555303 0.827409 -1.994789 -0.04 0.35 0.16
```
Forces are in eV/Å.

Net charge ... +1
2S+1 ... 1
Electronic energy ... -8240.9982 eV
HOMO-LUMO gap ... 8.311 eV
Relative energy (zero: lowest compared OMol25 entry of this formula, charge and spin) ... 118.6 kcal/mol
Max |F| ... 1.53 eV/Å